Record 1
8
Properties=species:S:1:pos:R:3:forces:R:3 method="wB97M-V/def2-TZVPD" relative_energy_kcal_mol=0.0 energy_ev=-12482.89312 molar_mass_g_mol=277.2 homo_energy_ev=-8.495 gap_ev=7.67
O 1.939834 -0.220690 -0.121641 0.4 -2.5 -1.4
C 0.619336 -0.618574 -0.367784 -1.8 -0.4 -2.2
C -0.358497 0.378171 0.221959 -0.2 -0.4 1.5
C -1.641042 0.392527 0.428233 -1.6 1.9 -1.2
O -2.795430 0.706165 0.403273 2.1 -1.3 0.7
Pb 1.494260 1.392889 0.879540 -0.2 3.8 2.4
H 0.426379 -1.638351 0.016080 0.2 0.3 -0.7
H 0.315162 -0.392135 -1.459658 1.1 -1.6 1.0



Record 2
9
Properties=species:S:1:pos:R:3:forces:R:3 method="wB97M-V/def2-TZVPD" relative_energy_kcal_mol=0.0 energy_ev=-28908.58292 molar_mass_g_mol=134.2 smiles="O=C1OCC(=S)S1" homo_energy_ev=-9.429 gap_ev=8.60
C -0.883620 0.079529 0.000924 -0.2 0.1 -0.1
C -0.185390 1.432519 -0.008158 -0.4 -0.3 0.2
C 1.667777 -0.000752 -0.000918 0.6 -0.3 0.0
H -0.497494 1.991786 -0.898570 0.2 -0.1 0.2
H -0.467039 1.976143 0.899157 0.0 0.0 -0.2
O 1.220381 1.265397 0.004416 0.3 0.0 -0.2
O 2.820951 -0.312046 0.001823 -0.8 0.3 0.0
S -2.490337 -0.110326 0.002366 0.3 0.0 0.0
S 0.305417 -1.181080 -0.002466 0.0 0.3 0.0



Record 3
8
Properties=species:S:1:pos:R:3:forces:R:3 method="wB97M-V/def2-TZVPD" relative_energy_kcal_mol=78.8 energy_ev=-9282.10973 molar_mass_g_mol=86.0 homo_energy_ev=-9.779 gap_ev=9.00
O -2.399796 1.144001 -0.070224 0.4 -0.1 0.3
C -1.483196 0.764266 0.622625 -0.4 0.1 -0.3
C -0.576370 -0.319694 0.153519 0.2 0.3 0.0
O 0.578151 0.209996 -0.173248 -0.4 -0.1 0.1
C 1.522008 -0.754624 -0.628420 0.8 0.0 -0.2
O 2.658439 -0.462565 -0.760434 -0.8 -0.1 0.1
H -1.314839 1.133335 1.658577 0.0 -0.1 -0.1
H 1.015604 -1.714717 -0.802397 0.0 0.1 0.0